# 1
The following is a quantum chemistry calculation of an isolated molecule of C2H4ClN3, from OMol25.

The geometry in XYZ format:
```
10
Properties=species:S:1:pos:R:3:forces:R:3
C 1.7012 -0.9822 0.1903 6.324 -0.023 1.895
C -0.5030 -0.2930 -0.1328 1.509 4.360 -0.314
N 0.6151 -0.9373 -0.4300 -5.994 0.914 -0.223
N -1.6571 -0.8272 0.0039 -1.057 -2.205 -0.240
N -0.3710 1.4306 0.1782 -1.352 -3.566 -1.695
Cl -3.1215 -0.0194 0.2252 0.832 0.352 -0.050
H 2.6439 -1.4066 -0.2856 -1.410 0.642 0.639
H 1.8343 -0.2832 1.0764 -0.161 -0.859 -0.987
H -1.3347 1.6424 -0.1871 0.990 0.213 0.741
H 0.1928 1.6759 -0.6383 0.320 0.174 0.232
```
Forces are in eV/Å.

Results
energy relative to the best compared isomer or geometry (same formula, charge and spin)	1.156	eV
2S+1	3
E_tot	-702.8294	a.u.

Here are the Löwdin charges for atoms 1 to 4, given in e: -0.112 -0.451 0.054 -0.371


# 2
The following is a quantum chemistry calculation of a structure of composition C12H37BHgN3O3, from OMol25.

The geometry in XYZ format:
```
57
Properties=species:S:1:pos:R:3:forces:R:3
Hg -0.7733 0.2985 0.7378 -0.100 0.222 1.229
B -1.1173 1.4122 2.8839 0.298 0.242 -0.004
H -1.3021 1.8449 3.9836 -0.117 0.023 0.079
H -0.4693 0.3842 3.0308 0.156 -0.270 0.104
H -2.1857 1.2140 2.3387 -0.360 -0.054 0.032
H -0.4636 2.2404 2.2688 0.147 0.141 -0.125
C -1.0503 -4.2773 1.4406 0.093 -0.048 -0.309
C -0.6732 -2.8716 0.9905 -0.091 0.280 0.402
C -0.7072 -2.7805 -0.5212 0.313 0.207 -0.007
O -0.3798 -1.4681 -0.9942 -0.218 -0.462 0.110
C -0.2571 -1.4606 -2.4075 -0.113 0.494 -0.272
N -1.5344 -1.8319 1.6337 0.328 -1.035 -0.807
H -1.1833 -4.2874 2.5205 -0.107 -0.124 0.011
H -0.2876 -5.0159 1.1900 0.081 0.091 -0.006
H -1.9658 -4.5954 0.9361 -0.122 0.003 0.240
H 0.3408 -2.6459 1.3348 0.036 -0.019 -0.099
H -1.6907 -3.0699 -0.9090 -0.014 -0.029 -0.015
H 0.0517 -3.4712 -0.9031 -0.168 -0.141 -0.100
H -1.1701 -1.8306 -2.8850 0.124 -0.281 0.047
H 0.6228 -2.0272 -2.7188 -0.109 -0.136 -0.073
H -0.1455 -0.4287 -2.7437 0.172 0.000 0.200
H -1.4324 -1.9792 2.6333 -0.113 0.523 0.109
H -2.5042 -2.0435 1.4098 -0.063 0.108 0.084
C -4.0939 1.4010 -2.3354 -0.289 0.121 -0.305
C -2.8246 1.1753 -1.5407 0.002 -0.123 0.396
C -2.0366 2.4702 -1.4155 0.176 -0.519 -0.126
O -0.8490 2.2258 -0.6696 -0.073 0.211 -0.299
C -0.1557 3.4260 -0.3104 -0.241 -0.122 0.284
N -3.0843 0.6186 -0.1818 -0.300 0.289 -0.679
H -3.9123 1.9397 -3.2682 0.126 -0.015 0.043
H -4.8146 1.9921 -1.7650 0.059 0.000 0.053
H -4.5819 0.4661 -2.6140 0.061 -0.063 0.127
H -2.1788 0.4423 -2.0303 -0.071 0.040 -0.166
H -2.6386 3.2464 -0.9338 0.022 0.078 -0.005
H -1.7544 2.7658 -2.4301 -0.088 0.331 0.054
H 0.1049 3.9732 -1.2158 0.116 0.085 0.057
H 0.7188 3.1361 0.2646 0.114 -0.009 -0.197
H -0.7765 4.0244 0.3600 -0.059 0.094 -0.165
H -3.7437 -0.1505 -0.2817 0.264 -0.221 -0.007
H -3.6317 1.3081 0.3335 0.325 0.065 0.278
C 2.4190 1.0037 -1.1232 -0.136 0.024 0.214
C 2.4832 -0.1894 -0.1806 -0.165 -0.001 0.070
C 3.9051 -0.4717 0.2622 0.256 -0.365 -0.677
O 4.4014 0.6690 0.8977 0.000 0.063 0.187
C 5.7645 0.5424 1.2500 0.282 0.029 0.144
N 1.6008 0.0740 0.9893 0.522 0.121 -0.092
H 2.6167 1.9316 -0.5845 0.101 -0.038 -0.009
H 1.4221 1.0821 -1.5615 0.070 0.009 -0.101
H 3.1731 0.9064 -1.9012 -0.087 0.005 -0.127
H 2.0973 -1.0627 -0.7095 0.037 -0.108 0.142
H 4.4924 -0.7208 -0.6406 0.004 0.190 0.105
H 3.9842 -1.3746 0.8886 -0.190 0.171 0.247
H 6.3878 0.3977 0.3617 -0.046 -0.083 0.003
H 5.9200 -0.2876 1.9475 -0.030 -0.059 -0.091
H 6.0872 1.4553 1.7450 -0.175 0.067 -0.041
H 2.0007 0.9026 1.4348 -0.397 0.187 -0.022
H 1.7747 -0.6279 1.7077 -0.247 -0.193 -0.125
```
Forces are in eV/Å.

Results
net charge	+1
energy relative to the best compared isomer or geometry (same formula, charge and spin)	0.000	eV
E_tot	-1047.3595	a.u.

Here are the Löwdin charges for atoms 1 to 4, given in e: 1.086 -0.456 -0.013 -0.053


# 3
The following is a quantum chemistry calculation of an isolated molecule of C15H22N2O3, from OMol25.

The geometry in XYZ format:
```
42
Properties=species:S:1:pos:R:3:forces:R:3
C 2.7428 -1.1872 -1.1584 -2.185 -0.573 1.862
C 3.8304 -0.8628 -0.0779 0.813 0.844 0.441
C 3.7007 -1.6422 1.2663 -0.093 -2.667 -2.129
C 3.7687 0.7015 0.2191 1.901 -0.040 1.047
C 2.3416 1.1259 0.7596 -0.078 2.529 2.091
N 1.3304 0.2902 1.3496 0.334 -1.512 1.022
C 1.5319 2.0733 -0.1508 2.115 1.104 -2.681
O 1.9184 3.2132 -0.4647 -1.320 -2.460 0.864
N 0.5601 1.3742 -0.9714 -0.525 1.092 0.949
C -0.6203 0.7194 -0.3556 -2.302 2.765 0.650
C -2.0114 1.2286 -0.9886 2.988 0.422 -2.513
C -3.1481 0.6446 -0.4086 -3.351 -1.339 2.057
C -4.0515 1.3522 0.3947 0.841 1.937 -1.032
C -5.1440 0.8553 1.0129 0.498 -3.770 0.851
C -5.2844 -0.5900 1.0254 -0.829 2.270 0.160
C -4.5327 -1.2128 0.0665 -1.724 -3.690 -1.448
C -3.5401 -0.6506 -0.7004 0.156 1.360 1.217
C -0.5160 -0.7112 -0.6314 2.201 -4.740 1.778
O -0.0781 -1.5295 0.2025 -1.723 1.059 -0.807
O -0.6788 -1.2731 -1.8425 -1.055 3.182 -0.798
H 2.0694 -0.2775 -1.2776 0.717 -1.435 0.007
H 3.0418 -1.4881 -2.1381 0.947 0.114 -0.601
H 2.0828 -2.1027 -0.8279 1.099 1.849 -0.343
H 4.8323 -1.1053 -0.5094 -0.662 0.272 0.370
H 4.5451 -1.7042 1.9146 1.080 0.541 0.096
H 2.8926 -1.3649 1.8666 -1.214 0.717 0.683
H 3.4922 -2.7406 1.0336 0.234 1.183 0.093
H 4.1737 1.2472 -0.6942 -1.199 -0.385 1.020
H 4.5332 1.1275 1.1203 -1.702 -1.799 -2.486
H 2.6788 1.6908 1.6693 -0.618 0.380 -1.161
H 1.1255 -0.6221 0.9279 0.295 0.768 0.598
H 1.2638 0.2429 2.3790 0.605 0.063 -1.083
H 0.3070 1.8743 -1.8354 0.286 0.014 0.841
H -0.7004 0.9129 0.7979 0.422 -0.647 -2.543
H -2.1256 2.3137 -1.0643 0.588 -0.056 0.222
H -2.0564 0.8027 -2.0133 0.619 0.712 0.028
H -3.9836 2.4389 0.3570 0.382 -0.018 0.331
H -5.7339 1.5045 1.5776 -1.100 0.732 0.786
H -6.0469 -1.1430 1.6280 0.714 0.719 -0.767
H -4.9328 -2.2362 -0.2964 1.065 1.376 1.016
H -3.0438 -1.1086 -1.5008 0.352 -1.156 -0.843
H -0.5344 -2.1814 -1.6605 0.431 -1.714 0.154
```
Forces are in eV/Å.

Results
SMILES	CC(C)C[C@H](N)C(=O)N[C@@H](Cc1ccccc1)C(=O)O
energy relative to the best compared isomer or geometry (same formula, charge and spin)	5.160	eV
E_tot	-919.8890	a.u.

Here are the Löwdin charges for atoms 1 to 4, given in e: -0.066 -0.368 -0.085 -0.113


# 4
The following is a quantum chemistry calculation of a structure of composition C2H5AgO2, from OMol25.

The geometry in XYZ format:
```
10
Properties=species:S:1:pos:R:3:forces:R:3
C 0.0598 0.7033 -0.9295 -1.620 0.522 3.333
H 0.9315 1.3634 -0.8077 0.248 -0.206 -0.408
H -0.4678 0.9936 -1.8493 -0.207 0.118 0.364
C 0.5273 -0.6810 -1.0421 0.855 0.740 1.190
O 0.4209 -1.5130 -0.1310 0.780 -0.077 -2.470
Ag -0.2958 -1.7312 1.6899 -0.414 -0.887 1.464
H 1.2160 -0.9205 -1.8688 -0.301 -0.599 -0.304
O -1.0848 0.1704 2.0083 -0.515 0.455 0.062
H -0.7821 0.7512 2.7352 0.081 0.302 0.393
H -0.5250 0.8638 0.1950 1.093 -0.369 -3.624
```
Forces are in eV/Å.

Results
net charge	+2
2S+1	3
E_tot	-375.7015	a.u.

Here are the Löwdin charges for atoms 1 to 4, given in e: 0.045 0.141 0.141 -0.066


> Which of these has the highest E_tot?

C2H5AgO2